(1)
DFT (ωB97M-V with the def2-TZVPD basis set) results for one molecule with the formula C2H4Cl2N2 in a non-equilibrium geometry.

Geometry as ORCA input:
```
! wB97M-V def2-TZVPD RIJCOSX def2/J DEFGRID3
* xyz 0 1
C 0.25357 0.14147 -0.29695
C -0.34531 0.80944 0.93964
N 1.45008 0.44980 -0.61879
N -0.49658 -0.87488 -0.79086
Cl -2.10566 0.93563 0.92793
Cl 2.25748 -0.58449 -1.74208
H 0.10372 1.78725 0.90724
H -0.02749 0.13197 1.83144
H -1.24609 -1.13253 -0.20074
H 0.15627 -1.66366 -0.95683
*
```

Output
E_HOMO   -9.759 eV
Largest force on an atom   2.49 eV/Å
Relative energy (zero: lowest compared OMol25 entry of this formula, charge and spin)   17.21 kcal per mole
SMILES   N/C(CCl)=N\Cl
E_LUMO   0.0246 Ha

(2)
DFT (ωB97M-V with the def2-TZVPD basis set) results for one molecule with the formula C2H4Cl2OS in a non-equilibrium geometry.

Geometry as ORCA input:
```
! wB97M-V def2-TZVPD RIJCOSX def2/J DEFGRID3
* xyz 0 1
C -2.34134 0.68244 0.51771
C 1.44102 0.45060 -0.24590
H -3.10123 1.82995 1.82271
H -3.21914 0.93689 -0.08908
H 0.71744 1.21509 -0.50612
H 2.26153 0.87138 0.32910
O -2.31629 1.27259 1.71388
S -1.19028 -0.31805 -0.00726
Cl 2.09592 -0.22508 -1.74339
Cl 0.62868 -0.75984 0.75620
*
```

Output
E_HOMO   -5.989 eV
Largest force on an atom   11.93 eV/Å
Relative energy (zero: lowest compared OMol25 entry of this formula, charge and spin)   110.66 kcal per mole
E_LUMO   0.0099 Ha

(3)
DFT (ωB97M-V with the def2-TZVPD basis set) results for one molecule with the formula C2H4Cl2OSi in a non-equilibrium geometry.

Geometry as ORCA input:
```
! wB97M-V def2-TZVPD RIJCOSX def2/J DEFGRID3
* xyz 0 3
C 1.73024 -0.41920 0.44480
C 0.71792 0.26095 0.88989
O -1.02580 0.82693 -1.60152
Si -0.94422 0.23149 -0.11359
Cl -2.61453 1.03128 0.84162
Cl -1.52023 -2.01917 -0.56616
H 2.60915 -0.27316 0.91404
H 1.87695 -0.89570 -0.48923
H 0.76163 0.88709 1.82338
H -1.59109 0.36949 -2.14323
*
```

Output
E_HOMO (spin up / spin down)   -6.765 / -10.871 eV
Largest force on an atom   13.53 eV/Å
Relative energy (zero: lowest compared OMol25 entry of this formula, charge and spin)   0.00 kcal per mole
E_LUMO (spin up / spin down)   0.0181 / -0.1368 Ha

(4)
DFT (ωB97M-V with the def2-TZVPD basis set) results for C2H4Cl3CoSbSe4 as an isolated structure in a non-equilibrium geometry.

Geometry as ORCA input:
```
! wB97M-V def2-TZVPD RIJCOSX def2/J DEFGRID3
* xyz -2 4
Co 0.80319 -0.02168 -0.43151
Se 0.42893 4.24762 -1.11022
Sb 1.07206 2.01387 -1.81726
Se 2.82561 0.53098 0.26429
Se -1.12896 0.14367 -1.55723
Se 2.00291 1.95341 -4.05230
Cl -2.94669 0.39224 3.33065
C -2.01431 0.08534 1.84306
Cl -0.38196 0.73822 1.94914
H -2.51793 0.56004 1.01023
H -1.93901 -0.98365 1.69852
Cl 0.04531 -2.82484 0.87725
C 1.02578 -2.01799 -0.41542
H 0.68256 -2.45457 -1.35134
H 2.04252 -2.36266 -0.23786
*
```

Output
E_HOMO (spin up / spin down)   -0.875 / -1.275 eV
Largest force on an atom   1.29 eV/Å
Relative energy (zero: lowest compared OMol25 entry of this formula, charge and spin)   37.06 kcal per mole
E_LUMO (spin up / spin down)   0.1651 / 0.1637 Ha

(5)
DFT (ωB97M-V with the def2-TZVPD basis set) results for C2H4Cl4FFe as an isolated structure in a non-equilibrium geometry.

Geometry as ORCA input:
```
! wB97M-V def2-TZVPD RIJCOSX def2/J DEFGRID3
* xyz 2 6
Fe -6.40694 -9.57294 -0.82579
F -4.82871 -8.90795 0.08842
C -4.44843 -8.26079 3.44102
Cl -5.65973 -7.00994 3.73842
Cl -2.89432 -7.59249 2.83747
H -4.26055 -8.77811 4.38186
H -4.89973 -8.99685 2.77572
C -1.80055 -9.59673 0.17004
Cl -1.65165 -9.66631 -1.60356
Cl -0.15340 -9.60746 0.85948
H -2.31671 -8.69304 0.49415
H -2.32285 -10.50338 0.47544
*
```

Output
E_HOMO (spin up / spin down)   -17.086 / -16.671 eV
Largest force on an atom   3.68 eV/Å
Relative energy (zero: lowest compared OMol25 entry of this formula, charge and spin)   19.68 kcal per mole
E_LUMO (spin up / spin down)   -0.4192 / -0.4904 Ha

(6)
DFT (ωB97M-V with the def2-TZVPD basis set) results for C2H4ClIS as an isolated structure in a non-equilibrium geometry.

Geometry as ORCA input:
```
! wB97M-V def2-TZVPD RIJCOSX def2/J DEFGRID3
* xyz 0 1
C 0.47616 -0.83368 -0.06906
C -0.21462 0.99709 -0.13565
S 1.02282 -0.94078 1.63072
Cl 1.71435 -2.84866 1.69289
I -0.01069 1.70621 -2.11153
H -0.36543 -1.47246 -0.29716
H 1.28807 -0.87093 -0.78158
H 0.39656 1.55072 0.55598
H -1.24846 0.91075 0.14795
*
```

Output
E_HOMO   -9.117 eV
Largest force on an atom   4.21 eV/Å
Relative energy (zero: lowest compared OMol25 entry of this formula, charge and spin)   29.56 kcal per mole
E_LUMO   -0.0077 Ha

Number 3 is which compound?
C2H4Cl2OSi

relative energy (zero: lowest compared OMol25 entry of this formula, charge and spin) of number 6 (C2H4ClIS)?
29.56 kcal per mole

Which of these has the lowest largest force on an atom?
C2H4Cl3CoSbSe4